The following is a DFT calculation (ωB97M-V/def2-TZVPD) of C32H46I2O22SSi2 as an isolated structure.

Results
- E_tot: -4474.90428 a.u.
- Molar mass: 1124.745 g/mol
- Frontier orbital gap: 8.71 eV
- Lowest unoccupied orbital energy: -0.344 eV

```
105
Properties=species:S:1:pos:R:3:lowdin_charge:R:1
H 1.08275 -6.17717 -3.41186 0.13
H 3.69173 5.87357 -0.88163 0.13
H 0.55796 -3.96432 2.16865 0.08
H -1.67940 -2.34856 0.54599 0.08
C -5.97906 -6.38202 4.85167 -0.58
C 0.63750 -0.89776 1.19589 -0.17
H -1.10530 4.39724 -0.83124 0.11
H -1.51034 -7.47548 -1.98488 0.13
C -4.64775 -5.98123 3.06631 -0.12
H -0.61384 4.95874 -3.16317 0.10
H 3.52505 6.33000 4.90435 0.14
H 4.04663 -0.31543 1.03284 0.09
O -4.68925 -6.98817 -1.90329 0.07
Si -0.00480 -1.67399 2.77462 0.34
H 0.11823 2.65741 0.30101 0.09
H -0.89329 -4.02328 3.14816 0.03
C -1.81889 2.44776 -7.10306 -0.12
O -3.00032 -7.47782 -0.53795 0.07
O 1.25026 6.92470 0.01316 0.06
H -1.31058 2.41579 2.88586 0.05
C 3.17836 -0.95942 1.13421 -0.03
O 0.55899 5.16641 1.23206 0.14
O -6.33999 -6.76485 5.91756 0.15
H 2.22996 8.35879 4.63253 0.13
H -2.23731 2.53241 -8.10765 0.13
C 0.20081 3.45295 -7.08460 -0.59
C 1.94794 -0.09646 1.40026 -0.44
H 2.02009 0.18718 2.44848 0.11
C -0.72929 1.39889 -7.01413 -0.12
C -2.54202 -7.79161 -1.85511 -0.11
H 3.06854 -1.53315 0.21672 0.08
C 0.94515 3.46593 -3.35535 -0.08
H 2.39106 1.90039 -3.26937 0.11
C -0.89215 1.42037 2.78435 -0.16
H -2.62589 2.28945 -6.39249 0.13
Si 1.13073 -0.90413 5.32297 0.57
O -4.68567 -6.23737 4.48396 0.05
O 1.76195 -5.08993 -5.04901 0.06
H -0.83158 1.23249 1.71989 0.06
H 0.88115 -1.73113 0.53150 0.07
C -1.56699 -0.88398 3.45352 -0.82
H -0.21866 -4.14027 -3.29661 0.13
H -4.48078 -6.91520 2.54298 0.11
C 4.33491 8.50089 2.79804 -0.57
C 1.43765 5.82331 0.77127 -0.58
O -1.10892 3.65079 -6.79648 0.05
H 3.09510 0.98515 -1.02744 0.13
H 1.11774 -3.65754 -2.24025 0.11
H -0.05948 -1.31009 6.09241 -0.05
H 2.61293 -5.30943 -3.18459 0.13
H 1.18025 0.55085 5.09241 -0.05
C -6.02186 -5.40669 2.81446 -0.11
C 1.62023 -5.25938 -3.63533 -0.11
H -0.09632 -0.30623 0.65589 0.09
I -3.56627 1.28005 4.24934 0.88
H 3.31216 -1.61611 1.98755 0.08
H -6.40773 -5.64998 1.83130 0.12
H -3.19188 -6.00288 -2.91800 0.13
H -2.60769 -8.87098 -2.00274 0.13
O 1.91657 -3.28053 -6.38315 0.17
H 2.59381 8.00810 -1.15546 0.14
H 2.62922 8.35017 0.58068 0.11
O 4.68700 8.85081 1.71657 0.15
C 3.48717 6.41865 0.04209 -0.11
C 2.52352 7.56650 -0.16503 -0.10
H -0.61185 1.00270 -6.00391 0.13
H 4.42378 6.72655 0.49287 0.11
C 0.86309 -4.01208 -3.23415 -0.13
H 0.08124 1.44807 3.26239 0.07
O -2.51577 -4.38497 0.99933 -0.35
C -0.34284 3.85955 -1.36780 -0.08
O -5.01276 -6.97360 0.32497 0.16
O 4.38436 7.22479 3.23640 0.06
C 2.05161 0.98200 -0.70498 -0.17
O 0.44098 2.14784 -7.35361 0.06
O -6.80769 -6.02825 3.84162 0.06
C 1.67675 -3.76438 -5.32799 -0.57
H 1.60255 0.05204 -1.06846 0.13
H -6.05525 -4.32332 2.95651 0.13
S -1.31251 -3.62424 0.83438 0.60
O 1.02509 4.30621 -7.09182 0.16
O 1.27644 -3.07222 -4.23306 0.06
O 2.75183 5.56190 0.92844 0.06
C -0.04868 4.17310 -2.68775 -0.08
C -4.30344 -7.13241 -0.61558 -0.55
C 1.32830 2.11494 -1.40217 -0.18
C 3.29872 8.50183 4.79920 -0.11
C -0.40737 -3.49134 2.33880 -0.33
H -3.72954 -7.51874 -3.66976 0.13
C 0.35652 2.84491 -0.72970 -0.04
H 2.31906 -1.27923 6.11290 -0.06
C 1.62999 2.43889 -2.72196 -0.04
C -3.51791 -7.02624 -2.72448 -0.11
C -1.83699 0.42614 3.41933 -0.88
O 1.21473 -1.77826 3.89234 -0.38
C 4.08833 7.21964 4.63651 -0.11
O -0.39795 -4.01809 -0.20746 -0.36
H 3.44887 8.98053 5.76286 0.13
O 3.82390 9.31779 3.74425 0.07
H 5.02660 7.23166 5.19343 0.13
O 1.93962 1.12234 0.69019 -0.11
H -0.86836 0.57362 -7.70732 0.13
I -2.93008 -2.24489 4.34852 0.90
H -3.84657 -5.28732 2.82200 0.09
H 1.18338 3.72941 -4.37695 0.09
```

The following is a DFT calculation (ωB97M-V/def2-TZVPD) of a 10-piece molecular cluster, C11H40BrO10P2 overall.

Results
- Charge: +1
- E_tot: -4451.56726 a.u.
- Molar mass: 474.283 g/mol
- Frontier orbital gap: 6.19 eV
- Lowest unoccupied orbital energy: -5.594 eV

```
64
Properties=species:S:1:pos:R:3:lowdin_charge:R:1
H 0.61358 -5.84203 1.19856 0.06
H 2.75147 8.43966 1.53292 0.08
H 2.20608 -5.04593 1.29415 0.09
C -3.34809 0.02735 -4.13795 -0.17
H -1.85443 -2.11970 -2.31216 0.08
P -0.13273 -1.64909 -0.83977 0.53
H 1.18656 7.57007 1.48056 0.08
H 4.18397 0.28752 -3.83540 0.07
H 5.50051 -0.83415 0.90073 0.08
H 4.52083 -1.46834 -1.07134 -0.07
O -4.57750 0.04274 0.34589 -0.17
H -1.89532 2.90745 -2.75765 0.12
H -3.17492 4.53740 0.15393 0.07
C -0.56108 -8.51714 2.25324 -0.16
C -1.63378 1.35360 -0.71509 -0.28
H -0.05431 -9.26030 2.87366 0.08
O -3.34383 3.29244 1.78319 -0.15
H -4.78724 3.79992 0.40777 0.08
C -3.91593 4.23917 0.89963 -0.16
O -1.02142 -1.56351 -2.35120 -0.40
H -4.22710 5.11642 1.47176 0.09
H 0.47739 -8.93082 0.66916 0.09
H 1.75603 4.48037 2.04141 0.07
H -1.48686 -8.93413 1.84932 0.08
P -1.03755 -0.08395 0.45428 0.81
H -2.46662 -0.19190 -3.53046 0.03
O 2.08209 7.69178 3.32884 -0.13
H 2.70948 6.66248 1.67025 0.07
H 4.11937 1.04403 -1.67332 0.03
H 1.41315 -3.49908 -0.19903 -0.05
H 5.88081 0.83179 -3.89464 0.09
O 0.74261 -4.01169 0.28355 -0.27
H 0.06169 4.09880 2.44468 0.09
H -5.65969 0.53562 2.01621 0.09
Br 2.10452 -1.19000 -1.17892 0.46
O 5.39741 -1.84655 -0.88738 -0.16
C 5.08846 0.45262 -3.24492 -0.16
H -3.07754 2.52601 1.24751 0.02
H -4.38837 -0.75716 -0.17341 0.07
H -6.35262 -0.76047 1.00674 0.09
C -5.42683 -0.34348 1.41066 -0.14
C -1.97693 2.28109 -1.74481 0.12
H -4.92007 -1.08664 2.03109 0.08
C 0.92050 3.80729 1.83511 -0.15
C 5.55965 -1.85634 0.51899 -0.15
O 0.28826 -8.13092 1.18846 -0.15
C 2.18656 7.58849 1.92076 -0.17
H -2.14235 -0.60234 1.21948 0.01
H 0.03124 0.48706 1.24852 0.01
H 1.65688 -5.77712 -0.24585 0.09
O 4.82573 1.40789 -2.23363 -0.13
H 1.21559 2.78150 2.06903 0.06
H 1.61417 8.52219 3.52058 0.08
H 6.53856 -2.27702 0.76080 0.09
H -3.13186 -0.15729 -5.19303 0.09
C 1.34319 -5.23953 0.65231 -0.14
H -0.79393 -7.63804 2.85878 0.08
H -3.62883 1.07468 -4.00380 0.08
O -4.42425 -0.79437 -3.72449 -0.12
H -4.14604 -1.71679 -3.85495 0.08
H 5.41351 -0.48463 -2.78663 0.06
O 0.58136 3.90123 0.46382 -0.14
H -0.16211 3.29364 0.31098 0.02
H 4.77896 -2.47186 0.97253 0.07
```

The following is a DFT calculation (ωB97M-V/def2-TZVPD) of one molecule with the formula C5H5NO.

Results
- SMILES string: [H]/N=C(/C)C=C=C=O
- E_tot: -323.38737 a.u.
- Molar mass: 95.101 g/mol
- Frontier orbital gap: 7.83 eV
- Lowest unoccupied orbital energy: -1.151 eV

```
12
Properties=species:S:1:pos:R:3:lowdin_charge:R:1
N -0.35596 -1.99711 -0.25902 0.12
H -1.56448 0.82811 0.44286 0.08
C -0.17413 -0.71491 -0.15403 -0.38
C 0.96532 1.57357 1.20038 -0.22
H -1.22785 0.79218 -1.31975 0.09
H 0.45889 -2.54632 0.02610 0.05
C 1.23430 -0.17970 -0.45363 -0.01
C 1.45730 0.83405 0.31731 -0.03
C -1.35989 0.18839 -0.41871 -0.05
H -2.27855 -0.39550 -0.51734 0.08
H 2.01093 -0.81498 -0.85655 0.11
O 0.83412 2.43221 1.99239 0.16
```

The following is a DFT calculation (ωB97M-V/def2-TZVPD) of a 2-piece molecular cluster, C3H3IO2 overall.

Results
- E_tot: -564.02686 a.u.
- Molar mass: 197.959 g/mol
- Frontier orbital gap (spin up / spin down): 4.71 / 4.71 eV
- Lowest unoccupied orbital energy (spin up / spin down): -3.244 / -3.242 eV

```
9
Properties=species:S:1:pos:R:3:lowdin_charge:R:1
O -0.68596 -2.13026 0.19441 -0.07
H -1.66576 -1.81816 0.55546 -0.09
C 1.69253 2.04203 0.07710 0.26
H 2.38195 2.81073 0.09171 0.04
O 0.18096 -1.03977 0.41239 -0.02
I -3.38957 -0.31090 0.78229 -0.21
H 0.06191 -0.37874 -1.44269 0.13
C 0.30819 -0.13545 -0.47823 -0.05
C 1.11575 0.96053 -0.19245 0.01
```

Q: Which of these has the lowest molar mass?
A: C5H5NO